Density functional theory data (wB97M-V/def2-TZVPD) for a cluster of 11 separate species, C46H135N22O18P7 in total in a non-equilibrium geometry.

Each atom is followed by the atoms it is bonded to, with distances in Å.
Geometry (Å):
1 O -6.720 0.018 3.821  P2 1.447
2 P -7.054 -0.841 2.706  O1 1.447, N3 1.682, N6 1.717, N9 1.689
3 N -5.737 -1.587 1.971  P2 1.682, C4 1.464, C5 1.452
4 C -4.455 -0.886 2.057  N3 1.464, H12 1.089, H13 1.095, H14 1.091
5 C -5.979 -2.651 1.014  N3 1.452, H15 1.101, H16 1.089, H17 1.090
6 N -7.774 0.097 1.462  P2 1.717, C7 1.450, C8 1.450
7 C -8.873 -0.349 0.628  N6 1.450, H18 1.089, H19 1.096, H20 1.097
8 C -7.342 1.473 1.314  N6 1.450, H21 1.086, H22 1.103, H23 1.092
9 N -8.184 -2.047 3.058  P2 1.689, C10 1.471, C11 1.467
10 C -7.788 -3.220 3.853  N9 1.471, H24 1.093, H25 1.086, H26 1.093
11 C -9.524 -1.605 3.458  N9 1.467, H27 1.097, H28 1.088, H29 1.087
12 H -4.546 -0.182 2.882  C4 1.089
13 H -4.186 -0.287 1.180  C4 1.095
14 H -3.768 -1.713 2.243  C4 1.091
15 H -6.378 -2.266 0.062  C5 1.101
16 H -6.786 -3.304 1.341  C5 1.089
17 H -5.097 -3.213 0.709  C5 1.090
18 H -8.964 -1.418 0.439  C7 1.089
19 H -9.761 0.076 1.111  C7 1.096
20 H -8.867 0.050 -0.393  C7 1.097
21 H -6.993 1.930 2.236  C8 1.086
22 H -6.503 1.458 0.598  C8 1.103
23 H -8.061 2.073 0.752  C8 1.092
24 H -7.392 -2.929 4.830  C10 1.093
25 H -8.626 -3.908 3.910  C10 1.086
26 H -6.975 -3.695 3.299  C10 1.093
27 H -9.528 -1.025 4.389  C11 1.097
28 H -10.130 -2.486 3.662  C11 1.088
29 H -9.996 -0.969 2.714  C11 1.087
30 O 4.849 -4.244 0.363  P31 1.481
31 P 5.753 -3.230 -0.225  O30 1.481, N32 1.676, N35 1.690, N38 1.700
32 N 4.972 -2.028 -1.095  P31 1.676, C33 1.450, C34 1.470
33 C 5.667 -0.892 -1.669  N32 1.450, H41 1.103, H42 1.084, H43 1.096
34 C 3.652 -2.340 -1.661  N32 1.470, H44 1.096, H45 1.090, H46 1.086
35 N 6.888 -3.889 -1.291  P31 1.690, C36 1.452, C37 1.476
36 C 6.988 -5.329 -1.449  N35 1.452, H47 1.092, H48 1.095, H49 1.092
37 C 8.036 -3.137 -1.833  N35 1.476, H50 1.090, H51 1.088, H52 1.092
38 N 6.735 -2.428 0.908  P31 1.700, C39 1.448, C40 1.490
39 C 7.625 -3.068 1.854  N38 1.448, H53 1.094, H54 1.091, H55 1.093
40 C 6.255 -1.128 1.456  N38 1.490, H56 1.089, H57 1.097, H58 1.087
41 H 6.016 -1.174 -2.677  C33 1.103
42 H 6.462 -0.583 -1.000  C33 1.084
43 H 5.018 -0.101 -2.062  C33 1.096
44 H 3.769 -2.442 -2.746  C34 1.096
45 H 3.010 -1.482 -1.462  C34 1.090
46 H 3.277 -3.298 -1.309  C34 1.086
47 H 7.523 -5.792 -0.617  C36 1.092
48 H 5.993 -5.784 -1.509  C36 1.095
49 H 7.347 -5.660 -2.426  C36 1.092
50 H 7.690 -2.642 -2.740  C37 1.090
51 H 8.517 -2.551 -1.053  C37 1.088
52 H 8.773 -3.828 -2.248  C37 1.092
53 H 7.216 -3.030 2.867  C39 1.094
54 H 7.736 -4.115 1.570  C39 1.091
55 H 8.570 -2.520 1.822  C39 1.093
56 H 7.081 -0.443 1.642  C40 1.089
57 H 5.816 -1.391 2.426  C40 1.097
58 H 5.411 -0.682 0.935  C40 1.087
59 O -0.126 0.328 2.073  P60 1.499
60 P -0.221 0.657 0.614  O59 1.499, N61 1.707, N64 1.683, N67 1.693
61 N -0.859 2.228 0.418  P60 1.707, C62 1.465, C63 1.487
62 C -0.015 3.426 0.420  N61 1.465, H70 1.091, H71 1.101, H72 1.086
63 C -2.272 2.497 0.798  N61 1.487, H73 1.085, H74 1.091, H75 1.093
64 N -1.188 -0.444 -0.214  P60 1.683, C65 1.444, C66 1.457
65 C -1.153 -1.808 0.258  N64 1.444, H76 1.089, H77 1.096, H78 1.093
66 C -1.850 -0.091 -1.464  N64 1.457, H79 1.094, H80 1.099, H81 1.084
67 N 1.208 0.728 -0.291  P60 1.693, C68 1.457, C69 1.458
68 C 2.486 1.043 0.334  N67 1.457, H82 1.087, H83 1.094, H84 1.096
69 C 1.173 1.026 -1.718  N67 1.458, H85 1.097, H86 1.093, H87 1.088
70 H 0.887 3.352 -0.188  C62 1.091
71 H 0.432 3.512 1.423  C62 1.101
72 H -0.589 4.338 0.290  C62 1.086
73 H -2.442 3.568 0.840  C63 1.085
74 H -2.539 2.010 1.737  C63 1.091
75 H -2.909 2.036 0.039  C63 1.093
76 H -1.303 -1.915 1.332  C65 1.089
77 H -2.023 -2.234 -0.254  C65 1.096
78 H -0.263 -2.387 -0.002  C65 1.093
79 H -1.426 -0.743 -2.233  C66 1.094
80 H -2.872 -0.457 -1.297  C66 1.099
81 H -1.938 0.966 -1.688  C66 1.084
82 H 2.959 0.182 0.800  C68 1.087
83 H 3.191 1.506 -0.364  C68 1.094
84 H 2.414 1.885 1.032  C68 1.096
85 H 1.886 0.373 -2.236  C69 1.097
86 H 1.445 2.057 -1.956  C69 1.093
87 H 0.273 0.793 -2.284  C69 1.088
88 O -1.024 -4.181 -5.221  P89 1.483
89 P -0.595 -5.492 -4.677  O88 1.483, N90 1.717, N93 1.707, N96 1.674
90 N -1.455 -6.805 -5.372  P89 1.717, C91 1.457, C92 1.467
91 C -1.073 -8.202 -5.205  N90 1.457, H99 1.087, H100 1.096, H101 1.091
92 C -2.909 -6.608 -5.385  N90 1.467, H102 1.094, H103 1.093, H104 1.091
93 N -0.868 -5.669 -3.001  P89 1.707, C94 1.449, C95 1.476
94 C -0.863 -6.878 -2.203  N93 1.449, H105 1.093, H106 1.091, H107 1.090
95 C -1.435 -4.494 -2.312  N93 1.476, H108 1.091, H109 1.090, H110 1.092
96 N 0.960 -6.066 -4.905  P89 1.674, C97 1.493, C98 1.470
97 C 2.039 -5.456 -4.073  N96 1.493, H111 1.087, H112 1.093, H113 1.090
98 C 1.435 -6.281 -6.280  N96 1.470, H114 1.091, H115 1.086, H116 1.094
99 H -0.222 -8.348 -4.544  C91 1.087
100 H -0.803 -8.578 -6.199  C91 1.096
101 H -1.890 -8.831 -4.851  C91 1.091
102 H -3.243 -6.515 -6.422  C92 1.094
103 H -3.216 -5.664 -4.926  C92 1.093
104 H -3.526 -7.362 -4.894  C92 1.091
105 H -1.842 -7.363 -2.214  C94 1.093
106 H -0.183 -7.598 -2.662  C94 1.091
107 H -0.458 -6.743 -1.200  C94 1.090
108 H -1.699 -3.704 -3.017  C95 1.091
109 H -2.357 -4.768 -1.798  C95 1.090
110 H -0.636 -4.049 -1.717  C95 1.092
111 H 2.862 -6.131 -3.854  C97 1.087
112 H 2.410 -4.574 -4.603  C97 1.093
113 H 1.588 -5.075 -3.158  C97 1.090
114 H 0.830 -7.037 -6.782  C98 1.091
115 H 2.470 -6.612 -6.293  C98 1.086
116 H 1.276 -5.342 -6.818  C98 1.094
117 O -0.664 1.650 8.026  P118 1.492
118 P -0.923 0.286 7.479  O117 1.492, N119 1.675, N122 1.705, N125 1.691
119 N -2.534 -0.006 7.130  P118 1.675, C120 1.480, C121 1.446
120 C -3.586 1.004 7.379  N119 1.480, H128 1.091, H129 1.086, H130 1.095
121 C -3.143 -1.289 6.857  N119 1.446, H131 1.094, H132 1.092, H133 1.096
122 N -0.404 -0.933 8.552  P118 1.705, C123 1.452, C124 1.472
123 C -0.411 -0.601 9.966  N122 1.452, H134 1.098, H135 1.088, H136 1.092
124 C 0.603 -1.947 8.200  N122 1.472, H137 1.090, H138 1.084, H139 1.097
125 N -0.121 0.113 6.000  P118 1.691, C126 1.464, C127 1.477
126 C 1.264 0.588 6.002  N125 1.464, H140 1.092, H141 1.087, H142 1.095
127 C -0.354 -1.008 5.067  N125 1.477, H143 1.090, H144 1.087, H145 1.088
128 H -4.237 1.049 6.504  C120 1.091
129 H -3.202 1.992 7.610  C120 1.086
130 H -4.108 0.549 8.226  C120 1.095
131 H -3.682 -1.769 7.679  C121 1.094
132 H -2.393 -1.981 6.468  C121 1.092
133 H -3.839 -1.257 6.011  C121 1.096
134 H 0.467 -0.006 10.247  C123 1.098
135 H -1.292 -0.008 10.206  C123 1.088
136 H -0.332 -1.479 10.610  C123 1.092
137 H 0.736 -2.572 9.083  C124 1.090
138 H 0.373 -2.499 7.296  C124 1.084
139 H 1.615 -1.537 8.084  C124 1.097
140 H 1.566 0.847 4.985  C126 1.092
141 H 1.367 1.477 6.619  C126 1.087
142 H 1.956 -0.183 6.357  C126 1.095
143 H -1.400 -0.875 4.788  C127 1.090
144 H -0.046 -1.926 5.562  C127 1.087
145 H 0.198 -0.720 4.174  C127 1.088
146 O 4.489 8.751 2.699  P147 1.466
147 P 3.655 8.464 1.528  O146 1.466, N148 1.687, N151 1.693, N154 1.650
148 N 2.638 9.766 1.190  P147 1.687, C149 1.471, C150 1.472
149 C 2.874 10.764 0.136  N148 1.471, H157 1.094, H158 1.086, H159 1.095
150 C 1.889 10.335 2.322  N148 1.472, H160 1.094, H161 1.092, H162 1.090
151 N 2.545 7.198 1.705  P147 1.693, C152 1.467, C153 1.489
152 C 1.412 6.878 0.830  N151 1.467, H163 1.090, H164 1.087, H165 1.101
153 C 2.526 6.492 3.016  N151 1.489, H166 1.088, H167 1.091, H168 1.086
154 N 4.527 8.167 0.159  P147 1.650, C155 1.494, C156 1.462
155 C 5.734 9.036 0.016  N154 1.494, H169 1.089, H170 1.086, H171 1.088
156 C 4.022 7.583 -1.083  N154 1.462, H172 1.088, H173 1.090, H174 1.093
157 H 1.860 11.032 -0.175  C149 1.094
158 H 3.431 10.371 -0.709  C149 1.086
159 H 3.335 11.688 0.500  C149 1.095
160 H 1.745 9.411 2.889  C150 1.094
161 H 0.887 10.699 2.082  C150 1.092
162 H 2.443 11.130 2.823  C150 1.090
163 H 1.563 6.492 -0.178  C152 1.090
164 H 0.701 6.300 1.415  C152 1.087
165 H 0.826 7.798 0.686  C152 1.101
166 H 3.444 5.925 3.150  C153 1.088
167 H 2.349 7.267 3.764  C153 1.091
168 H 1.666 5.830 3.059  C153 1.086
169 H 5.403 10.018 -0.317  C155 1.089
170 H 6.252 9.090 0.970  C155 1.086
171 H 6.418 8.575 -0.694  C155 1.088
172 H 3.855 6.512 -0.986  C156 1.088
173 H 4.813 7.742 -1.814  C156 1.090
174 H 3.156 8.149 -1.435  C156 1.093
175 C 4.983 3.206 -4.391  N176 1.500, H179 1.089, H180 1.085, H181 1.085
176 N 3.991 4.157 -3.792  C175 1.500, O177 1.213, O178 1.225
177 O 4.051 5.349 -4.013  N176 1.213
178 O 3.182 3.636 -3.033  N176 1.225
179 H 5.719 3.800 -4.931  C175 1.089
180 H 4.478 2.558 -5.100  C175 1.085
181 H 5.513 2.692 -3.597  C175 1.085
182 C 2.169 -6.012 1.482  N183 1.482, H186 1.082, H187 1.093, H188 1.088
183 N 1.236 -4.911 1.149  C182 1.482, O184 1.199, O185 1.220
184 O 1.204 -4.448 0.044  N183 1.199
185 O 0.523 -4.596 2.088  N183 1.220
186 H 1.880 -6.612 2.335  C182 1.082
187 H 3.119 -5.498 1.645  C182 1.093
188 H 2.301 -6.646 0.607  C182 1.088
189 C 1.439 -0.300 -5.721  N190 1.484, H193 1.085, H194 1.095, H195 1.084
190 N 2.630 -0.943 -5.112  C189 1.484, O191 1.206, O192 1.214
191 O 2.848 -2.079 -5.455  N190 1.206
192 O 3.384 -0.214 -4.502  N190 1.214
193 H 1.529 0.781 -5.776  C189 1.085
194 H 0.604 -0.459 -5.031  C189 1.095
195 H 1.125 -0.780 -6.642  C189 1.084
196 C 2.544 -1.875 2.771  N197 1.488, H200 1.089, H201 1.091, H202 1.082
197 N 3.090 -1.537 4.112  C196 1.488, O198 1.215, O199 1.208
198 O 2.797 -2.315 4.998  N197 1.215
199 O 3.941 -0.683 4.195  N197 1.208
200 H 3.366 -1.624 2.103  C196 1.089
201 H 1.684 -1.239 2.550  C196 1.091
202 H 2.323 -2.930 2.677  C196 1.082
203 C -2.913 -0.301 -7.116  C204 1.540, H214 1.087, H215 1.091, H216 1.089
204 C -1.939 0.849 -6.793  C203 1.540, O205 1.448, H217 1.087, H218 1.090
205 O -2.151 1.254 -5.419  C204 1.448, P206 1.609
206 P -3.237 2.390 -5.073  O205 1.609, O207 1.471, O208 1.618, O211 1.586
207 O -4.177 2.847 -6.109  P206 1.471
208 O -3.939 1.833 -3.726  P206 1.618, C209 1.458
209 C -5.295 2.260 -3.405  O208 1.458, C210 1.540, H219 1.093, H220 1.087
210 C -6.235 1.161 -3.933  C209 1.540, H221 1.091, H222 1.089, H223 1.090
211 O -2.275 3.491 -4.460  P206 1.586, C212 1.434
212 C -2.726 4.720 -3.873  O211 1.434, C213 1.516, H224 1.087, H225 1.092
213 C -1.784 5.028 -2.725  C212 1.516, H226 1.092, H227 1.095, H228 1.088
214 H -3.830 -0.236 -6.537  C203 1.087
215 H -3.223 -0.303 -8.162  C203 1.091
216 H -2.369 -1.226 -6.928  C203 1.089
217 H -0.917 0.488 -6.871  C204 1.087
218 H -2.067 1.773 -7.356  C204 1.090
219 H -5.193 2.212 -2.319  C209 1.093
220 H -5.487 3.261 -3.785  C209 1.087
221 H -6.297 1.296 -5.013  C210 1.091
222 H -5.831 0.158 -3.801  C210 1.089
223 H -7.185 1.220 -3.401  C210 1.090
224 H -2.796 5.535 -4.590  C212 1.087
225 H -3.700 4.531 -3.418  C212 1.092
226 H -0.758 5.216 -3.047  C213 1.092
227 H -2.093 5.987 -2.298  C213 1.095
228 H -1.768 4.290 -1.926  C213 1.088

Output
- E: -6781.99265 Ha
- LUMO: -0.347 eV
- Molecular weight: 1501.54 g mol⁻¹
- SMILES string: CN(C)P(=O)(N(C)C)N(C)C.CN(C)P(=O)(N(C)C)N(C)C.CN(C)P(=O)(N(C)C)N(C)C.CN(C)P(=O)(N(C)C)N(C)C.CN(C)P(=O)(N(C)C)N(C)C.CN(C)P(=O)(N(C)C)N(C)C.CCOP(=O)(OCC)OCC.C[N+](=O)[O-].C[N+](=O)[O-].C[N+](=O)[O-].C[N+](=O)[O-]